{"formula": "C26H58N9O8P2", "method": "ωB97M-V with the def2-TZVPD basis set", "elements": ["N", "P", "O", "P", "C", "C", "C", "C", "C", "N", "H", "H", "H", "H", "H", "H", "H", "H", "H", "C", "O", "N", "C", "C", "H", "H", "H", "H", "H", "H", "H", "C", "O", "N", "C", "C", "H", "H", "H", "H", "H", "H", "H", "C", "O", "N", "C", "C", "H", "H", "H", "H", "H", "H", "H", "C", "O", "N", "C", "C", "H", "H", "H", "H", "H", "H", "H", "C", "O", "N", "C", "C", "H", "H", "H", "H", "H", "H", "H", "C", "O", "N", "C", "C", "H", "H", "H", "H", "H", "H", "H", "C", "O", "N", "C", "C", "H", "H", "H", "H", "H", "H", "H"], "coordinates": [[-0.4395, -1.4230, -7.6997], [-1.0264, -1.1072, -6.1358], [-0.6088, 0.4697, -5.9180], [0.5805, -2.2354, -5.0251], [0.1337, -2.4737, -3.2707], [1.0373, -3.1755, -2.5008], [0.7013, -3.3799, -1.1672], [-0.5077, -2.8632, -0.7547], [-1.3627, -2.1775, -1.6046], [-1.0381, -1.9667, -2.8925], [-1.2085, -1.2478, -8.3390], [-0.1637, -2.4081, -7.7555], [-0.0562, 0.5916, -5.1338], [0.8566, -3.4534, -5.6593], [1.7720, -1.4868, -5.0408], [1.9745, -3.5385, -2.9043], [1.3545, -3.9149, -0.4953], [-0.8161, -2.9831, 0.2769], [-2.2992, -1.7943, -1.2148], [2.9554, -0.9875, 0.4091], [3.0553, -2.2079, 0.4196], [2.4118, -0.2482, 1.3818], [2.3120, 1.1993, 1.2886], [1.8924, -0.9157, 2.5591], [3.3063, -0.3814, -0.4422], [2.8587, 1.6667, 2.1113], [1.2683, 1.5034, 1.3338], [2.7364, 1.5366, 0.3456], [2.6860, -1.4725, 3.0604], [1.1118, -1.6205, 2.2711], [1.4752, -0.1731, 3.2347], [-0.6737, 2.4373, -0.8881], [-0.1038, 1.9387, 0.0629], [-1.2709, 3.6408, -0.8496], [-1.9718, 4.1982, -1.9870], [-1.2071, 4.4060, 0.3894], [-0.7629, 1.9242, -1.8671], [-1.5072, 5.1385, -2.2934], [-3.0168, 4.3866, -1.7358], [-1.9391, 3.5008, -2.8131], [-0.1699, 4.6030, 0.6543], [-1.6654, 3.8364, 1.1983], [-1.7284, 5.3505, 0.2677], [-3.3135, -1.2084, 1.7954], [-3.0407, -1.3183, 0.5993], [-2.9562, -0.2179, 2.6170], [-3.2980, -0.2398, 4.0297], [-2.2050, 0.9347, 2.1446], [-3.8838, -1.9952, 2.3134], [-3.9123, 0.6309, 4.2661], [-2.3875, -0.2052, 4.6292], [-3.8467, -1.1444, 4.2811], [-2.7775, 1.4735, 1.3869], [-1.2598, 0.6325, 1.7012], [-2.0117, 1.5835, 2.9924], [-2.0008, -3.9024, 5.9153], [-2.9010, -3.0919, 5.8108], [-1.0511, -4.1123, 4.9842], [-0.0042, -5.1003, 5.1561], [-1.0888, -3.3214, 3.7667], [-1.8921, -4.5508, 6.8004], [0.9771, -4.6216, 5.1289], [-0.0531, -5.8467, 4.3609], [-0.1222, -5.6020, 6.1140], [-1.0036, -2.2589, 4.0034], [-2.0375, -3.4799, 3.2515], [-0.2681, -3.6167, 3.1183], [0.7426, 1.8949, 5.1054], [0.2186, 1.2843, 4.1880], [1.1424, 1.3421, 6.2626], [1.7584, 2.1241, 7.3187], [0.9452, -0.0843, 6.4619], [0.9283, 2.9800, 5.0554], [2.7612, 1.7492, 7.5301], [1.1605, 2.0647, 8.2295], [1.8303, 3.1658, 7.0142], [1.4787, -0.6490, 5.6964], [-0.1147, -0.3325, 6.3911], [1.3177, -0.3669, 7.4428], [0.6589, 7.9644, 0.2642], [-0.0275, 7.3938, 1.0915], [0.1855, 8.8148, -0.6659], [1.0518, 9.4713, -1.6254], [-1.2430, 9.0822, -0.6993], [1.7526, 7.8303, 0.2124], [0.9858, 10.5551, -1.5154], [0.7620, 9.2032, -2.6434], [2.0832, 9.1659, -1.4626], [-1.5697, 9.5016, 0.2522], [-1.7960, 8.1571, -0.8681], [-1.4607, 9.7849, -1.4993], [0.3794, -5.4177, -7.6926], [0.2335, -4.2772, -8.1246], [1.5138, -6.1144, -7.7753], [1.6296, -7.4683, -7.2578], [2.6701, -5.4990, -8.4149], [-0.4405, -5.9671, -7.2045], [2.4068, -7.5117, -6.4940], [1.8876, -8.1551, -8.0640], [0.6849, -7.7811, -6.8189], [2.9514, -4.5875, -7.8872], [2.4310, -5.2349, -9.4442], [3.5024, -6.1966, -8.4023]], "forces_ev_per_a": [[0.2, 0.0, 0.8], [-1.3, 0.2, -0.2], [0.6, -0.7, 0.4], [0.0, 0.6, 0.3], [0.1, 0.0, -0.8], [0.1, -0.2, 0.4], [-0.1, 0.1, -0.4], [-0.2, -0.2, 0.9], [0.3, 0.2, -0.7], [0.0, -0.2, 0.4], [0.1, -0.2, -0.2], [0.0, 0.0, -0.6], [-0.1, 0.4, -0.1], [0.1, 0.0, 0.0], [0.1, -0.3, -0.1], [0.0, 0.0, 0.0], [0.1, 0.1, 0.0], [-0.1, 0.0, 0.0], [0.1, 0.0, -0.3], [-0.1, 0.1, 0.0], [-0.1, -0.1, 0.0], [0.2, 0.0, -0.2], [0.0, 0.0, 0.5], [0.1, 0.0, 0.0], [0.0, 0.0, 0.0], [0.1, 0.0, 0.0], [0.4, 0.0, 0.1], [0.0, 0.0, 0.0], [0.0, -0.1, 0.0], [0.0, 0.0, 0.0], [0.0, -0.1, -0.1], [-0.4, 0.3, -0.2], [-0.1, -0.1, -0.3], [0.0, -0.1, -0.1], [0.1, 0.2, 0.3], [0.0, -0.2, 0.0], [0.0, 0.1, 0.1], [-0.1, 0.0, -0.1], [0.0, 0.0, 0.0], [0.0, -0.1, -0.2], [0.0, 0.1, 0.1], [0.0, 0.0, 0.0], [0.0, 0.0, 0.0], [0.1, -0.4, -0.1], [0.0, 0.4, 0.5], [0.0, 0.0, 0.0], [-0.1, 0.0, -0.1], [-0.1, -0.1, -0.3], [-0.1, 0.0, 0.0], [0.0, 0.0, 0.1], [0.0, 0.0, 0.0], [0.1, 0.0, 0.0], [0.0, 0.0, 0.0], [0.0, 0.0, 0.0], [0.1, 0.0, 0.0], [-0.1, -0.1, 0.1], [0.0, 0.1, -0.1], [0.2, -0.1, 0.0], [0.0, 0.1, -0.1], [-0.2, 0.0, 0.2], [0.0, 0.0, 0.0], [0.0, -0.1, 0.0], [0.0, 0.0, 0.0], [0.0, 0.0, 0.0], [0.0, 0.0, -0.1], [0.0, 0.0, -0.1], [0.0, 0.0, 0.0], [0.0, 0.2, 0.1], [-0.1, 0.0, 0.1], [0.0, 0.1, 0.0], [0.0, -0.2, 0.0], [-0.1, 0.0, -0.1], [0.0, 0.0, 0.0], [0.0, 0.0, 0.0], [0.0, 0.0, 0.0], [0.0, 0.0, 0.0], [0.0, 0.0, 0.0], [0.0, 0.0, 0.0], [0.0, 0.0, 0.0], [0.1, 0.0, 0.1], [0.0, 0.0, -0.1], [0.0, 0.0, -0.1], [-0.2, 0.0, 0.1], [0.1, -0.1, 0.1], [0.0, 0.0, 0.0], [0.1, 0.0, 0.0], [0.1, 0.0, 0.0], [0.0, 0.0, 0.0], [0.0, 0.0, 0.0], [0.0, 0.0, 0.0], [0.0, 0.0, 0.0], [-0.1, -0.1, -0.1], [0.1, 0.1, 0.3], [0.0, 0.0, 0.1], [0.1, 0.1, -0.1], [-0.1, 0.0, 0.0], [0.0, 0.0, 0.0], [0.0, 0.0, 0.0], [0.0, 0.0, 0.0], [0.0, 0.0, 0.0], [0.0, 0.0, 0.0], [0.0, 0.0, 0.0], [0.0, 0.0, 0.0]], "lumo_energy_ev": -2.54, "homo_energy_ev": -10.587, "homo_lumo_gap_ev": 8.0, "charge": 1, "max_force_ev_per_a": 1.30}